(1)
{"formula": "C25H28F5N6OPdS5", "method": "ωB97M-V with the def2-TZVPD basis set", "energy_ev": -108604.0014, "total_charge": 1, "de_lowest_kcal_mol": 25.0, "homo_lumo_gap_ev": [4.349, 4.359], "molar_mass_da": 790.3, "elements": ["Pd", "O", "C", "S", "C", "C", "S", "S", "S", "C", "N", "C", "C", "N", "C", "C", "C", "C", "C", "C", "N", "C", "N", "C", "C", "N", "C", "C", "N", "C", "C", "H", "H", "H", "H", "H", "H", "H", "H", "H", "H", "H", "H", "H", "H", "H", "H", "H", "H", "H", "H", "H", "H", "H", "H", "H", "H", "H", "H", "F", "C", "C", "F", "C", "F", "C", "S", "C", "F", "C", "F"], "xyz": [[0.068356, 0.490647, -0.184534], [2.531734, 6.958176, -0.878447], [2.108573, 5.860786, -0.736472], [0.808891, 5.161723, -1.747924], [0.736255, 3.614758, -0.952060], [1.640912, 3.403797, 0.114019], [1.742505, 1.999881, 1.010240], [2.702629, 4.725507, 0.509329], [-0.381614, 2.498206, -1.502120], [-2.930702, -1.095402, 4.358960], [-2.160450, -1.199507, 3.130584], [-1.798246, -2.553611, 2.761942], [-1.607717, -0.126580, 2.510239], [-0.442135, -0.228169, 1.882997], [0.632908, -0.935189, 2.400303], [0.816023, -1.141968, 3.774965], [1.970753, -1.711576, 4.272261], [2.981372, -2.106424, 3.405048], [2.819432, -1.929089, 2.046662], [1.650601, -1.361509, 1.516347], [1.502572, -1.134736, 0.155096], [2.131420, -1.825886, -0.796107], [2.153142, -3.174328, -0.733055], [3.244721, -3.981706, -1.254528], [1.184151, -3.885348, 0.082316], [2.676019, -1.216328, -1.866576], [2.980068, 0.202330, -1.855718], [2.734919, -1.833752, -3.184835], [-2.329019, 1.015345, 2.510239], [-1.726696, 2.293292, 2.201965], [-3.782576, 1.014669, 2.461437], [-2.405351, -1.635603, 5.152460], [-3.918316, -1.546872, 4.244839], [-3.038425, -0.060988, 4.669892], [-1.045233, -2.976384, 3.433222], [-1.414055, -2.567942, 1.744032], [-2.695837, -3.172044, 2.809959], [0.058957, -0.795831, 4.468253], [2.099668, -1.829955, 5.339515], [3.899243, -2.527302, 3.791815], [3.616651, -2.205568, 1.366071], [4.075550, -3.351074, -1.558172], [2.928038, -4.595130, -2.099868], [3.597911, -4.645175, -0.462466], [0.236942, -3.348489, 0.071769], [1.520345, -4.006258, 1.115158], [1.025823, -4.870533, -0.354598], [3.246061, 0.517949, -0.852830], [2.133542, 0.792227, -2.220705], [3.830290, 0.377551, -2.515730], [2.149858, -2.747574, -3.212154], [3.766391, -2.047607, -3.470752], [2.305169, -1.143964, -3.912584], [-0.687908, 2.293463, 2.511302], [-2.255631, 3.075171, 2.748554], [-1.798187, 2.515607, 1.133118], [-4.162643, 0.006696, 2.323138], [-4.108221, 1.615340, 1.609920], [-4.220333, 1.449637, 3.361838], [-6.193494, -0.997427, -3.614763], [-4.914059, -0.924408, -3.276683], [-4.537149, -0.447080, -2.036031], [-5.453185, -0.050703, -1.151658], [-3.198517, -0.386290, -1.700443], [-2.912876, 0.067082, -0.473109], [-2.173353, -0.785929, -2.566937], [-0.466263, -0.853278, -2.199414], [-2.597687, -1.240903, -3.819274], [-1.680704, -1.628018, -4.705349], [-3.932417, -1.328402, -4.165878], [-4.280483, -1.812065, -5.351136]], "forces_ev_per_angstrom": [[1.504, 0.475, -2.174], [-0.030, -0.089, -0.002], [-0.007, 0.079, -0.043], [-0.040, -0.069, -0.023], [-1.318, -0.206, -1.340], [0.917, -0.661, 1.559], [-0.652, 0.176, -0.878], [-0.105, -0.181, 0.053], [0.667, -0.788, 1.159], [0.055, -0.088, 0.101], [-0.179, -0.044, 0.197], [-0.027, -0.052, -0.054], [0.495, -0.685, -0.230], [-1.002, 0.819, 0.019], [0.507, -0.489, 0.297], [0.059, 0.215, -0.162], [0.146, -0.147, 0.037], [-0.035, -0.010, 0.156], [-0.214, 0.187, -0.275], [0.136, -0.387, 0.956], [-0.589, 1.387, -0.746], [-0.490, -0.196, 0.224], [0.155, -0.030, -0.016], [0.148, -0.043, 0.122], [-0.171, -0.080, -0.018], [-0.120, 0.003, 0.056], [0.138, 0.024, -0.021], [-0.055, -0.027, -0.129], [-0.020, 0.032, -0.088], [0.054, 0.015, 0.065], [-0.187, 0.005, -0.123], [-0.013, 0.001, 0.006], [-0.019, 0.057, -0.013], [0.013, 0.001, -0.041], [-0.005, 0.013, -0.015], [0.000, 0.007, 0.016], [0.006, -0.009, -0.011], [-0.035, 0.021, -0.037], [-0.038, -0.001, 0.014], [0.005, -0.018, -0.016], [0.013, -0.014, 0.003], [-0.014, 0.013, -0.015], [-0.002, 0.015, 0.007], [-0.001, 0.004, -0.003], [0.029, 0.031, 0.018], [0.017, -0.009, -0.025], [0.022, 0.008, -0.035], [-0.018, 0.026, 0.039], [0.002, -0.005, 0.035], [0.012, -0.038, 0.019], [-0.012, 0.017, 0.036], [-0.026, -0.012, -0.028], [-0.006, 0.008, 0.023], [0.087, 0.020, -0.022], [-0.005, -0.037, 0.022], [0.048, 0.022, -0.041], [0.020, 0.004, 0.019], [0.025, -0.027, -0.035], [0.036, -0.031, 0.034], [-0.063, -0.007, 0.007], [0.051, 0.003, 0.007], [0.041, 0.022, -0.054], [-0.030, -0.009, -0.038], [0.387, -0.211, -0.317], [0.175, 0.092, 0.325], [-0.816, 0.123, 0.116], [0.239, 0.747, 1.250], [0.101, 0.143, 0.338], [0.041, -0.106, -0.127], [0.010, -0.025, -0.012], [-0.018, 0.014, -0.129]], "mulliken_charge": [0.657, -0.454, 0.578, -0.052, 0.084, 0.202, -0.215, -0.034, -0.250, -1.251, 0.274, -0.932, 0.156, 0.871, -0.231, -0.187, -0.833, -0.899, -0.212, -1.092, 1.264, 0.198, 0.231, -1.316, -0.865, 0.166, -1.114, -1.341, 0.146, -1.104, -1.302, 0.416, 0.363, 0.379, 0.317, 0.128, 0.434, 0.465, 0.441, 0.440, 0.454, 0.399, 0.394, 0.430, 0.124, 0.291, 0.469, 0.309, 0.202, 0.449, 0.424, 0.381, 0.478, 0.296, 0.420, 0.176, 0.424, 0.447, 0.345, -0.286, 0.548, -0.328, -0.284, -0.514, 0.279, 0.752, -0.383, 0.266, -0.307, 0.094, -0.276]}

=====

(2)
{"formula": "C25H28F5O2Ti", "method": "ωB97M-V with the def2-TZVPD basis set", "energy_ev": -67173.3218, "spin_multiplicity": 2, "s2": 0.76, "de_lowest_kcal_mol": 8.4, "homo_lumo_gap_ev": [7.437, 8.429], "molar_mass_da": 503.4, "elements": ["O", "C", "C", "H", "H", "C", "H", "H", "C", "H", "H", "H", "C", "H", "H", "H", "Ti", "C", "C", "C", "H", "C", "C", "H", "H", "H", "H", "C", "C", "C", "H", "C", "C", "H", "H", "H", "H", "O", "C", "C", "H", "H", "C", "H", "H", "C", "H", "H", "H", "H", "F", "C", "C", "C", "F", "C", "F", "C", "F", "C", "F"], "xyz": [[0.234298, -0.298950, -3.492906], [0.141627, 0.965968, -4.245360], [0.044051, 0.291519, -5.589799], [1.034450, 1.596545, -4.150451], [-0.753351, 1.536576, -3.975707], [0.101913, -1.011687, -4.763258], [0.938689, 0.440322, -6.201383], [-0.897699, 0.482979, -6.097951], [1.364692, -1.758957, -5.105496], [2.243718, -1.144408, -4.876782], [1.379791, -1.985314, -6.177671], [1.436868, -2.703007, -4.561349], [-1.154930, -1.858242, -4.915682], [-2.052174, -1.312340, -4.591296], [-1.074310, -2.777282, -4.321586], [-1.259458, -2.136060, -5.980341], [-0.235700, -0.648097, 1.790535], [-1.999234, -0.944478, 3.128870], [-1.905334, 0.486669, 3.091280], [-2.311019, 0.932704, 1.804135], [-1.703830, 1.135277, 3.944802], [-2.672613, -0.212516, 1.027279], [-2.397320, -1.382754, 1.807130], [-2.546439, -2.411284, 1.478553], [-1.895079, -1.554846, 4.024496], [-2.419697, 1.987191, 1.526134], [-3.215481, -0.211032, 0.078573], [0.730570, -2.096763, 3.154040], [-0.102388, -2.898350, 2.302393], [0.405689, -2.809828, 0.964009], [-0.920333, -3.525218, 2.654800], [1.554478, -1.946966, 0.986731], [1.762962, -1.526478, 2.340198], [2.594913, -0.935168, 2.703902], [0.619602, -1.949335, 4.225162], [0.039727, -3.366046, 0.097771], [2.232885, -1.725158, 0.164026], [0.286024, 0.526332, 0.088568], [-0.420649, -0.118937, -1.000162], [-1.316040, 0.972981, -1.542673], [-0.951017, -1.063143, -0.740463], [0.350260, -0.415191, -1.709825], [-0.393522, 2.186212, -1.486634], [-2.135521, 1.133016, -0.838841], [-1.745963, 0.756171, -2.521463], [0.396338, 1.964594, -0.222085], [-0.890444, 3.165160, -1.518900], [0.285307, 2.112861, -2.338264], [-0.036187, 2.491494, 0.633945], [1.454646, 2.217588, -0.305856], [-0.199182, -0.061736, 5.385532], [0.615567, 0.865367, 4.788703], [0.838562, 0.832855, 3.412631], [1.808895, 1.735303, 3.000817], [2.447848, 1.545437, 1.800735], [2.339293, 2.759793, 3.803833], [3.116995, 3.721603, 3.261701], [2.076504, 2.750848, 5.166682], [2.626746, 3.662401, 5.991118], [1.207517, 1.783139, 5.667329], [0.893516, 1.750654, 6.975760]], "forces_ev_per_angstrom": [[-0.237, 0.647, -2.387], [0.179, 0.400, 0.200], [0.085, -0.221, 0.450], [-0.168, -0.200, 0.318], [0.294, -0.115, -0.013], [0.036, -0.129, -1.314], [-0.458, -0.001, -0.181], [0.179, -0.074, -0.290], [0.275, -0.460, 0.114], [-0.179, -0.123, -0.021], [-0.041, -0.016, 0.148], [0.094, 0.026, 0.063], [0.153, -0.136, 0.308], [0.244, -0.085, -0.150], [-0.094, 0.126, -0.099], [-0.003, 0.104, 0.476], [-0.123, 1.749, 0.769], [-0.871, 0.761, -0.276], [-1.056, -0.717, 0.021], [-0.101, -0.699, 0.134], [0.008, -0.369, -0.527], [0.263, -0.350, 0.961], [-0.934, 0.831, 0.582], [-0.159, 0.474, 0.196], [0.183, 0.209, -0.444], [0.186, -0.561, -0.024], [0.661, -0.077, 0.277], [0.456, -1.001, -0.569], [1.407, 0.024, 0.096], [0.455, 0.398, 0.533], [0.163, 0.383, -0.270], [-0.007, -0.742, 1.041], [0.105, -1.161, -0.506], [-0.304, -0.041, -0.199], [-0.012, -0.078, -0.393], [0.017, 0.411, 0.321], [-0.477, 0.091, 0.152], [-0.362, 0.344, 0.074], [0.455, -0.384, -0.695], [-0.476, 0.254, 0.439], [0.316, 0.900, 0.454], [-0.338, 0.156, 0.451], [0.189, -0.097, -0.715], [0.077, 0.011, -0.253], [0.136, -0.022, 0.196], [-0.054, -0.358, 0.962], [0.060, -0.327, 0.086], [-0.050, 0.376, 0.312], [0.150, -0.050, -0.059], [-0.163, -0.114, 0.036], [0.094, 0.399, -0.199], [0.331, 0.405, -0.045], [0.301, -0.062, -0.353], [0.290, 0.072, 0.734], [-0.605, 0.446, 0.010], [0.006, -0.385, -0.369], [0.008, -0.384, 0.299], [-0.322, 0.054, 0.047], [-0.211, -0.229, -0.319], [-0.325, -0.378, -0.352], [0.276, 0.096, -0.241]], "lowdin_spin": [0.000, 0.000, 0.000, 0.000, 0.000, 0.000, 0.000, 0.000, 0.000, 0.000, 0.000, 0.000, 0.000, 0.000, 0.000, 0.000, 0.896, 0.003, 0.001, -0.002, 0.000, 0.020, -0.004, 0.000, 0.001, 0.000, 0.001, 0.013, 0.000, 0.008, 0.000, 0.001, 0.010, 0.001, 0.003, 0.001, 0.000, 0.016, 0.017, 0.002, 0.007, 0.001, 0.001, 0.000, 0.000, 0.004, 0.000, 0.000, 0.000, 0.000, 0.000, 0.000, -0.004, 0.002, 0.001, -0.001, 0.000, 0.001, 0.000, -0.001, 0.000]}

=====

Question: Which formula does entry 2 have?
Answer: C25H28F5O2Ti

=====

Question: Number 2 is which compound?
Answer: C25H28F5O2Ti